Record 1
Here is a structure of composition C29H26N2O5 from the OMol25 dataset. Energies are from ωB97M-V/def2-TZVPD.

As for the multiplicity: 1. Its total charge is 0. The energy above the lowest of the compared OMol25 structures with the same formula, charge and spin comes out at 25.770 eV. Its total energy is -1605.51772 a.u.

Geometry as XYZ:
```
62
Properties=species:S:1:pos:R:3:forces:R:3
C 4.6771 4.8044 0.6171 2.63 1.28 -6.94
H 3.8982 5.3748 0.2322 -1.87 1.13 -0.11
O 4.9127 3.7283 -0.2709 -2.85 -3.40 -0.26
C 3.7112 2.7380 -0.1498 1.41 1.07 2.41
C 3.9336 1.4065 -1.2158 -3.05 2.50 6.70
N 2.8829 0.4417 -0.8292 -0.07 1.64 -0.56
C 1.5863 0.6030 -1.1546 7.22 12.42 -3.12
C 0.6651 -0.1762 -1.3397 -4.11 -6.71 2.38
C 0.8950 -1.4429 -0.6853 2.61 -4.85 3.19
C 0.0106 -2.4431 -0.3993 -3.54 7.37 -3.86
C -1.4498 -1.9740 -0.7428 0.15 -9.96 2.82
O -2.4314 -2.7691 -0.5049 2.65 2.41 0.61
C -1.6452 -1.1787 -1.8377 0.95 11.77 9.67
C -0.6311 0.2304 -1.6701 -3.09 -1.65 -3.71
O -0.9458 1.2226 -2.2710 -0.06 0.05 0.88
C -1.8100 -1.5886 -3.0231 -0.12 -2.71 -13.42
H -2.4717 -2.4875 -3.1330 -0.04 1.16 -0.12
H -0.8172 -2.0404 -3.3455 -0.74 0.42 0.38
H -1.8923 -0.6483 -3.9018 -0.36 -2.82 2.66
O -2.9857 -0.4108 -1.2927 0.53 -6.98 -13.16
C -3.0407 0.1449 -0.3177 0.65 9.04 17.06
O -2.1295 0.4136 0.6111 -0.82 -1.84 -3.89
C -4.4042 0.6524 0.2015 -0.12 -0.90 1.35
C -5.1693 -0.6527 0.8970 -2.94 5.36 -14.15
C -6.5412 -0.2101 0.7929 8.88 0.96 16.02
C -6.8307 0.0599 2.2949 -6.89 0.13 -3.84
C -8.2201 0.1793 2.5776 3.36 2.89 0.87
C -9.1519 0.4428 1.5525 -1.80 -1.99 2.08
C -8.9037 -0.1678 0.4254 1.63 -0.61 -7.07
C -7.4737 -0.4976 0.1136 -10.99 -1.52 -10.75
H -7.2156 -0.6730 -0.9995 -0.79 -0.60 1.58
H -9.5997 -0.2251 -0.5929 1.50 0.16 3.21
H -10.1858 0.5753 1.8185 -0.25 0.79 0.16
H -8.5317 0.5561 3.5512 0.18 -0.68 0.27
H -6.2021 0.0356 3.0889 2.37 -0.11 1.80
H -5.0063 -1.3089 0.0301 -0.29 -0.64 -0.07
H -4.5545 -1.0145 1.4539 5.71 -3.77 8.58
H -4.3706 1.3546 1.1551 0.36 -0.69 -2.85
H -4.9436 0.9229 -0.7291 -0.33 0.46 1.06
H 0.0669 -3.1755 0.2514 0.74 -3.59 2.88
C 2.3847 -1.7226 0.0016 -5.32 2.81 -2.55
C 3.1078 -0.6073 -0.0499 4.42 -5.24 -0.72
C 4.5227 -0.9753 0.2245 4.07 -2.78 0.19
C 5.1132 -0.3558 1.2860 -4.59 3.24 0.16
C 6.3257 -0.4370 1.6509 12.92 -3.80 2.68
C 7.3331 -1.5772 1.1104 -12.83 3.89 -2.78
C 6.7189 -2.3552 0.1087 -5.68 12.20 9.14
C 5.4971 -2.1040 -0.3488 -8.16 4.58 -1.50
H 4.9681 -2.4288 -1.3081 1.50 -0.59 1.43
H 7.0849 -2.9690 -0.3396 8.58 -12.82 -8.66
C 8.5067 -1.7537 1.5429 7.14 -1.12 2.70
N 9.5605 -1.9926 1.9190 1.25 -0.09 0.48
H 7.0372 0.1179 2.4496 -2.81 -0.66 -1.66
H 4.6457 0.4727 1.8371 -0.73 -0.39 -0.42
H 2.6907 -2.6465 0.4288 -0.15 -0.38 0.32
H 1.5062 1.7762 -1.5804 -0.50 -3.16 1.12
H 4.8901 1.1426 -0.9450 1.97 -1.22 -0.10
H 3.7873 1.9491 -2.0414 -0.52 0.82 -3.89
H 2.7502 3.3824 -0.3725 1.69 -1.54 0.43
H 3.6985 2.4073 1.2085 -0.20 0.72 -4.38
H 4.6121 4.4928 1.5124 -0.79 -2.00 6.75
H 5.5743 5.3818 0.4467 0.29 0.52 0.53
```
Forces are in eV/Å.

Record 2
Here is a cluster of 11 separate species, C36H97N3O11 in total from the OMol25 dataset. Energies are from ωB97M-V/def2-TZVPD.

Its SMILES is COC[C@H](C)N.COC[C@H](C)N.COC[C@H](C)N.CC(C)O.CC(C)O.CC(C)O.CC(C)O.CC(C)O.CC(C)O.CC(C)O.CC(C)O. As for the multiplicity: 1. Its total charge is 0. The energy above the lowest of the compared OMol25 structures with the same formula, charge and spin comes out at 0.000 eV. Its total energy is -2421.64460 a.u.

Geometry as XYZ:
```
147
Properties=species:S:1:pos:R:3:forces:R:3
C -2.6859 -0.9294 0.7403 0.24 0.55 1.27
O -1.4216 -0.7416 1.3896 -0.31 -0.34 -0.78
C -0.3888 -0.8236 0.4162 0.10 0.00 0.78
C 0.9547 -0.9167 1.1134 -0.46 -1.25 0.35
C 1.1467 0.1964 2.1192 0.31 0.17 -0.57
N 2.0095 -0.9536 0.1265 1.02 0.54 -1.12
H -2.7556 -1.9300 0.3184 -0.06 -0.06 -0.19
H -2.8153 -0.1443 -0.0085 -0.18 -0.14 -0.18
H -3.4115 -0.8035 1.5537 -0.15 -0.11 -0.46
H -0.5286 -1.6984 -0.2110 -0.05 -0.28 -0.22
H -0.4200 0.0570 -0.2216 0.02 0.41 -0.25
H 0.9845 -1.9020 1.6446 -0.17 0.63 -0.16
H 1.0349 1.1367 1.5845 0.18 0.40 -0.10
H 2.1450 0.1577 2.5637 -0.16 -0.03 0.09
H 0.3723 0.2015 2.8683 -0.13 -0.26 0.40
H 1.7415 -1.3442 -0.8024 0.03 0.14 1.05
H 2.4165 -0.0249 -0.0251 -0.31 -0.41 0.02
C 8.4762 2.1678 -1.7663 -1.02 -0.45 0.11
O 7.0635 2.3098 -1.6270 0.02 0.16 0.38
C 6.6560 1.6609 -0.4201 1.76 -1.03 0.09
C 5.2916 2.0646 -0.0401 -0.39 0.69 0.04
C 4.3218 1.5781 -1.0860 -0.62 -0.38 0.90
N 5.3252 3.5206 0.1491 -1.14 0.46 0.01
H 8.9750 2.6464 -0.9216 0.21 -0.05 -0.03
H 8.7909 2.6102 -2.7066 -0.05 0.01 -0.03
H 8.6331 1.0846 -1.7616 0.74 0.07 -0.08
H 6.7390 0.5408 -0.5544 -0.09 0.89 0.13
H 7.3375 1.9590 0.3964 -0.01 -0.13 -0.23
H 5.0230 1.5824 0.9277 0.27 0.28 -0.50
H 4.3777 0.4982 -1.0621 -0.09 -0.49 -0.37
H 4.4740 1.9407 -2.0904 0.21 0.26 -0.20
H 3.3552 1.8598 -0.6996 -0.58 0.07 -0.34
H 4.3607 3.8809 0.3045 0.92 -0.44 -0.17
H 5.6343 3.9312 -0.7350 -0.03 -0.08 0.31
C -1.9513 1.4445 -8.3785 -0.50 0.62 -1.03
O -1.8378 0.4162 -7.4811 0.49 -0.56 1.88
C -1.3892 0.8973 -6.2106 -1.09 -0.26 -0.01
C -1.4006 -0.2549 -5.2275 -0.44 0.11 0.06
C -0.8810 0.1892 -3.8727 0.84 -0.63 0.24
N -0.5811 -1.3778 -5.7316 0.64 0.37 -0.39
H -0.9949 1.9587 -8.4528 0.22 0.09 -0.67
H -2.6863 2.2141 -8.1098 -0.14 -0.10 0.36
H -2.3297 0.9767 -9.2900 0.51 0.38 -0.27
H -0.4027 1.3613 -6.2263 0.42 -0.12 -0.45
H -2.0732 1.6918 -5.8963 -0.16 0.02 0.20
H -2.4467 -0.6308 -5.0842 0.73 0.30 -0.43
H -1.0908 -0.5953 -3.1448 -0.06 0.08 0.15
H -1.2237 1.1479 -3.4811 -0.26 -0.05 -0.32
H 0.2153 0.2196 -3.9424 -0.09 0.25 0.14
H 0.4307 -1.1431 -5.6930 -0.83 -0.10 0.49
H -0.7205 -1.4181 -6.7417 -0.41 -0.30 0.16
C -2.3253 -5.2392 -3.0081 0.28 0.22 -0.21
C -2.3891 -3.8893 -3.7202 -1.00 -0.38 0.37
C -3.4825 -3.0095 -3.1249 0.16 0.22 0.53
O -1.1177 -3.2880 -3.6765 -0.34 -0.05 0.17
H -1.6958 -5.9355 -3.5692 -0.01 0.06 0.11
H -3.3225 -5.6782 -2.9123 0.15 0.07 0.11
H -1.8712 -5.0906 -2.0127 -0.31 -0.12 -0.29
H -2.6986 -3.9873 -4.7571 0.19 -0.53 -0.43
H -4.4729 -3.4565 -3.2265 0.09 -0.19 0.05
H -3.5273 -2.0659 -3.6592 0.07 0.30 -0.01
H -3.2908 -2.8066 -2.0611 -0.07 -0.02 -0.20
H -1.0890 -2.6778 -4.4332 0.71 0.23 -0.20
C -5.6343 0.9134 2.7184 0.09 0.27 -0.04
C -6.5341 1.6430 3.7295 -0.61 -0.68 -0.35
C -8.0043 1.3716 3.4466 -0.15 0.72 0.30
O -6.3003 1.2132 5.0821 0.17 0.37 -0.70
H -4.6091 1.3071 2.7508 -0.16 -0.14 0.03
H -6.0022 1.0300 1.6897 0.02 0.22 0.23
H -5.6062 -0.1555 2.9024 -0.03 -0.20 0.27
H -6.3527 2.7044 3.6229 0.13 0.45 0.16
H -8.3059 1.7514 2.4763 0.23 -0.37 -0.50
H -8.6825 1.9235 4.1057 0.37 -0.19 0.40
H -8.1919 0.3152 3.5627 -0.23 -0.36 -0.18
H -5.4419 1.5785 5.3047 0.23 -0.12 0.38
C 0.9544 -4.7444 -0.2657 -0.27 0.42 0.11
C 1.6783 -4.2080 -1.4632 0.73 1.54 -0.04
C 1.8646 -5.2210 -2.5643 0.28 -0.32 -0.44
O 1.0327 -3.0185 -1.9736 0.03 -0.30 0.31
H 0.0037 -5.1735 -0.5750 -0.21 -0.19 0.12
H 0.7689 -3.9275 0.4600 0.18 -0.58 -0.27
H 1.5909 -5.5084 0.1604 -0.11 -0.23 0.46
H 2.6282 -3.8034 -1.0863 0.04 -0.35 -0.24
H 2.5792 -4.9460 -3.3481 -0.07 0.43 0.27
H 0.9074 -5.3407 -3.0758 -0.05 -0.37 0.09
H 2.2451 -6.1711 -2.1745 -0.36 -0.01 0.05
H 0.1311 -3.2635 -2.2329 0.07 0.17 -0.41
C 5.7052 -2.7648 -0.0692 0.25 -0.49 -1.61
C 5.0979 -2.9787 1.2822 -0.25 -0.12 0.46
C 5.6000 -1.8524 2.2066 -1.30 -0.23 -0.64
O 3.6666 -3.0675 1.2410 0.29 0.60 0.04
H 5.4453 -1.7758 -0.4606 -0.04 0.01 0.04
H 5.3845 -3.5065 -0.8337 -0.06 0.35 0.58
H 6.8016 -2.8297 -0.0633 -0.17 0.08 0.26
H 5.3699 -3.9649 1.6630 0.29 0.07 0.09
H 5.2217 -0.9370 1.7153 0.13 -0.02 0.59
H 6.6761 -1.7782 2.2541 0.32 -0.17 0.07
H 5.1561 -1.9959 3.1908 0.12 0.31 0.08
H 3.2508 -2.2207 0.9396 0.37 -0.39 -0.09
C -3.6274 3.3447 -1.2201 0.50 0.41 0.01
C -3.7209 2.9345 0.2383 -0.62 -0.52 -0.39
C -2.3969 2.9399 0.9151 0.60 0.82 0.39
O -4.5916 3.8293 0.9540 0.48 -0.28 -0.17
H -4.6075 3.2502 -1.6688 -0.20 0.08 -0.39
H -2.9047 2.7416 -1.7924 -0.30 0.00 0.25
H -3.2844 4.3963 -1.2766 -0.26 -0.42 -0.01
H -4.1423 1.9099 0.2960 0.06 0.33 -0.01
H -1.8521 3.8629 0.6507 -0.31 -0.02 0.47
H -1.7329 2.1594 0.5697 -0.08 -0.59 0.04
H -2.5719 2.8691 1.9945 0.42 0.01 -0.15
H -5.3840 3.9187 0.4219 -0.25 0.10 0.01
C -2.5854 -0.9530 4.5260 -0.45 0.97 0.64
C -1.6139 -2.0835 4.7060 -1.09 -0.64 -0.23
C -2.0801 -2.9925 5.8558 0.65 -0.06 -1.40
O -1.7663 -2.8100 3.4465 1.08 0.22 0.73
H -2.4005 -0.4847 3.5561 -0.31 0.10 0.10
H -2.5339 -0.1726 5.2787 0.41 0.22 0.28
H -3.6147 -1.3230 4.6326 0.21 -0.08 -0.55
H -0.5880 -1.7288 4.9345 -0.25 -0.24 -0.59
H -2.1339 -2.4162 6.7560 -0.05 0.28 0.65
H -1.3836 -3.8217 5.9746 -0.08 -0.07 0.13
H -3.0613 -3.3698 5.5861 -0.15 -0.15 0.13
H -1.6224 -2.1303 2.7594 0.08 -0.47 0.16
C 1.0499 1.0686 6.0049 -0.53 -0.15 1.70
C -0.0602 2.1294 6.2729 0.74 -1.61 0.34
C -0.4845 2.6884 4.9549 -0.32 -0.60 -0.94
O -1.1753 1.5050 6.9642 0.04 1.15 -1.22
H 1.4359 0.6508 6.9762 -0.34 0.39 -0.76
H 1.8984 1.5030 5.4997 0.20 0.09 -0.34
H 0.6275 0.2268 5.4542 0.09 0.12 -0.20
H 0.3837 2.9255 6.8646 -0.14 0.17 0.42
H -1.2983 3.4159 5.0041 0.33 0.12 0.02
H -0.8013 1.8694 4.2921 -0.28 0.05 0.26
H 0.4204 3.0427 4.4469 -0.31 0.57 0.20
H -0.8657 0.9403 7.6599 0.48 -0.32 0.49
C 0.0614 3.5309 -1.9685 -0.27 -0.53 0.32
C 1.5448 3.5747 -1.7974 1.05 0.36 -0.29
C 2.0625 4.7680 -2.6011 0.18 0.48 0.69
O 1.9675 3.6458 -0.3943 -0.85 0.16 -0.95
H -0.4110 4.3376 -1.4363 -0.26 0.37 0.57
H -0.2636 2.5736 -1.5885 -0.66 -0.22 0.10
H -0.2692 3.6759 -2.9937 0.25 -0.31 -0.25
H 1.9726 2.6340 -2.1604 0.06 0.22 0.03
H 1.4650 5.6239 -2.2776 -0.03 0.19 -0.06
H 1.8988 4.6783 -3.6834 0.28 -0.23 0.31
H 3.0940 5.0359 -2.3405 -0.09 -0.34 -0.37
H 1.2856 4.1412 0.0826 0.20 -0.07 -0.07
```
Forces are in eV/Å.

Record 3
Here is the molecule CH4ClPS2 from the OMol25 dataset. Energies are from ωB97M-V/def2-TZVPD.

Its SMILES is SP(S)CCl. As for the multiplicity: 1. Its total charge is 0. The energy above the lowest of the compared OMol25 structures with the same formula, charge and spin comes out at 2.410 eV. Its total energy is -1638.39623 a.u.

Geometry as XYZ:
```
9
Properties=species:S:1:pos:R:3:forces:R:3
S -0.9334 1.2542 0.9808 0.39 -0.63 1.09
P 0.8953 1.0945 -0.0349 0.67 -2.22 -0.81
S 0.0750 1.1959 -2.0108 -0.02 -0.32 0.14
C 1.2559 -1.1007 -0.0841 -2.12 1.55 1.15
Cl 0.5402 -1.6611 1.4608 -0.34 -0.21 0.47
H -0.4126 0.8164 2.2067 -0.47 0.56 -1.12
H 0.4224 2.4429 -2.3488 0.19 0.10 0.25
H 0.7510 -1.7498 -0.8037 0.27 0.76 -0.45
H 2.2478 -1.3900 0.1292 1.43 0.40 -0.73
```
Forces are in eV/Å.

Record 4
Here is the molecule C4H9NO2 from the OMol25 dataset. Energies are from ωB97M-V/def2-TZVPD.

Its SMILES is CCNC(=O)OC. As for the multiplicity: 1. Its total charge is 0. The energy above the lowest of the compared OMol25 structures with the same formula, charge and spin comes out at 0.956 eV. Its total energy is -363.05039 a.u.

Geometry as XYZ:
```
16
Properties=species:S:1:pos:R:3:forces:R:3
C -1.9879 0.7473 0.6823 -0.08 0.04 0.06
C -1.6934 -0.6991 0.2932 -0.20 -0.08 0.10
N -0.4429 -0.7270 -0.4503 0.04 0.17 0.02
C 0.6768 -0.3340 0.2398 -0.06 -0.18 0.15
O 1.0247 -0.7288 1.3266 -0.10 0.24 -0.47
O 1.3536 0.5775 -0.5137 -0.07 -0.14 -0.11
C 2.6924 0.2016 -0.7811 0.43 -0.07 -0.06
H -1.9781 1.3799 -0.2149 -0.11 -0.10 0.17
H -2.9482 0.8665 1.1875 0.05 -0.03 -0.02
H -1.1953 1.1114 1.3466 -0.19 -0.03 -0.05
H -1.5800 -1.3454 1.1667 -0.07 0.11 -0.08
H -2.4729 -1.1242 -0.3451 0.05 0.06 0.13
H -0.4931 -0.2359 -1.3332 -0.08 -0.01 0.09
H 2.9753 0.7401 -1.6862 0.13 -0.06 0.16
H 3.3568 0.4453 0.0478 0.00 0.01 -0.04
H 2.7125 -0.8751 -0.9660 0.27 0.07 -0.05
```
Forces are in eV/Å.

Record 5
Here is a structure of composition C4H7N3 from the OMol25 dataset. Energies are from ωB97M-V/def2-TZVPD.

As for the multiplicity: 1. Its total charge is 0. The energy above the lowest of the compared OMol25 structures with the same formula, charge and spin comes out at 4.259 eV. Its total energy is -320.72678 a.u.

Geometry as XYZ:
```
14
Properties=species:S:1:pos:R:3:forces:R:3
C -0.4039 -0.1744 1.6487 -0.04 -0.03 0.00
C -0.3369 0.2650 -1.1954 1.48 -1.91 3.92
C 0.1002 0.7447 0.5922 -1.77 1.24 -0.92
C 0.9885 -0.3188 -0.9570 0.34 -1.03 -3.80
N -1.5300 -0.0067 -1.3712 -0.39 1.20 -0.37
N 0.4357 1.9449 0.7793 0.48 -0.51 0.15
N 1.2131 -1.6096 -0.9101 -0.26 1.50 1.17
H -1.7986 -0.2868 -2.3163 0.24 -0.19 -0.03
H 0.7678 2.4297 -0.0582 -0.25 -0.10 -0.03
H 0.3478 -2.1467 -0.8264 0.09 0.12 -0.43
H 1.8227 0.3679 -1.1172 -0.10 -0.22 0.50
H 0.2994 -0.9963 1.7888 -0.07 -0.03 0.01
H -0.5308 0.3696 2.5853 0.14 0.00 -0.08
H -1.3751 -0.5826 1.3578 0.11 -0.03 -0.07
```
Forces are in eV/Å.

Record 6
Here is the molecule C6H10O from the OMol25 dataset. Energies are from ωB97M-V/def2-TZVPD.

Its SMILES is C[C@H]1C[C@H]1/C=C\O. As for the multiplicity: 1. Its total charge is 0. The energy above the lowest of the compared OMol25 structures with the same formula, charge and spin comes out at 2.224 eV. Its total energy is -309.76065 a.u.

Geometry as XYZ:
```
17
Properties=species:S:1:pos:R:3:forces:R:3
C -2.0740 -0.2780 0.0457 -0.02 -0.04 0.03
C -1.1024 0.7791 -0.4157 -0.16 0.00 -0.04
C -0.1076 1.3763 0.5386 -0.01 0.00 0.21
C 0.3559 0.4574 -0.5653 -0.03 -0.06 -0.12
C 0.9338 -0.9353 -0.4939 0.30 -0.06 -0.87
C 2.1709 -1.1646 -0.0096 -0.51 -0.23 -0.26
O 2.4447 -0.6091 1.1908 0.05 0.43 -0.06
H -2.9446 0.1749 0.5312 0.10 -0.07 -0.04
H -1.6022 -0.9625 0.7596 -0.05 0.10 -0.08
H -2.4335 -0.8762 -0.7997 0.05 0.07 0.12
H -1.4988 1.4576 -1.1688 0.05 -0.08 0.14
H 0.1235 2.4377 0.4619 0.02 -0.30 0.00
H -0.0963 0.9975 1.5565 -0.12 0.04 -0.06
H 0.8352 0.9830 -1.3972 -0.15 -0.05 0.26
H 0.4968 -1.6567 -1.1620 0.21 0.07 -0.77
H 2.9950 -1.7050 -0.4767 -0.42 -0.49 0.41
H 1.5035 -0.4759 1.4047 0.69 0.69 1.11
```
Forces are in eV/Å.